22
Properties=species:S:1:pos:R:3:forces:R:3:mulliken_charge:R:1 method="wB97M-V/def2-TZVPD" charge=-1 homo_ev=-4.62 homo_lumo_gap_ev=8.481 relative_energy_kcal_mol=40.59 energy_ev=-12007.13598 max_force_ev_per_a=2.691
C 1.49605 -2.08697 0.02628 1.16 -1.75 1.57 -0.896
N 1.54544 -0.86227 0.80053 0.83 -0.02 -0.80 -0.468
C 1.34773 0.33496 -0.05783 -0.53 -0.96 1.11 -0.249
C 1.01372 1.45999 0.90884 -1.61 0.74 0.82 -0.645
C -0.46919 1.30908 1.49358 1.43 -1.37 1.64 -0.636
O -1.10819 0.15974 1.09067 -0.39 0.15 -0.83 -0.656
H 2.02223 -2.85741 0.77919 -0.72 1.01 -2.39 0.257
H 1.91377 -1.97003 -0.99642 0.65 -0.17 0.92 0.320
H 0.52045 -2.52278 -0.20554 -0.54 0.34 0.36 0.273
H 0.83420 -0.95599 1.52279 -0.12 0.68 -0.48 0.319
H 0.57608 -0.01933 -0.78353 0.05 1.31 0.33 0.174
H 2.24598 0.60547 -0.61920 0.25 -0.44 0.10 0.298
H 1.63309 1.45728 1.83374 0.31 -0.29 -1.03 0.353
H 1.06333 2.48097 0.49926 0.28 -0.40 -0.27 0.339
H -0.37752 1.19562 2.62741 -0.05 0.71 -1.06 0.281
H -1.00944 2.19597 1.24878 -0.67 0.83 -0.12 0.336
H -1.18654 0.87114 -1.64146 -0.11 0.09 -0.39 0.190
H -1.47257 0.40396 0.07278 -0.45 -0.56 0.35 0.442
O -1.98447 0.69141 -1.14237 0.39 0.88 0.98 -0.974
H -3.04676 -0.02086 -1.90587 1.16 -1.54 -1.43 0.432
H -2.34837 -1.09456 -2.91242 0.13 0.30 0.40 0.243
O -3.20904 -0.77538 -2.63923 -1.42 0.43 0.19 -0.731



130
Properties=species:S:1:pos:R:3:forces:R:3:mulliken_charge:R:1 method="wB97M-V/def2-TZVPD" smiles=C1CCOC1.C1CCOC1.C1CCOC1.C1CCOC1.C1CCOC1.C1CCOC1.C1CCOC1.C1CCOC1.C1CCOC1.C1CCOC1 charge=0 homo_ev=-9.23 homo_lumo_gap_ev=9.834 relative_energy_kcal_mol=52.81 energy_ev=-63245.88028 max_force_ev_per_a=2.483
C -1.51448 -4.45271 -3.26326 1.73 -0.67 0.61 -0.325
C -2.23192 -3.14261 -3.07034 -1.56 -0.23 -0.36 0.649
C -2.40239 -2.70049 -4.54474 0.13 0.64 1.15 -0.518
O -1.32443 -3.23742 -5.26686 0.39 -0.63 -0.36 -0.425
C -0.55945 -4.13249 -4.41113 -1.10 1.18 -0.36 -0.419
H -2.14386 -5.31800 -3.46952 -0.29 0.27 -0.26 0.348
H -0.87505 -4.76221 -2.42780 -0.30 0.14 0.23 0.068
H -1.76393 -2.41542 -2.40768 0.53 -0.05 -0.36 -0.643
H -3.23634 -3.26735 -2.65378 0.08 -0.16 0.11 0.205
H -2.36855 -1.60621 -4.56772 -0.19 -0.08 -0.44 0.303
H -3.35340 -3.08183 -4.92918 0.05 0.15 -0.13 0.285
H 0.26007 -3.50083 -4.05927 0.38 -0.54 0.15 0.193
H -0.23388 -4.98209 -5.00410 0.15 0.01 0.04 0.326
C -4.54218 5.10237 -0.77113 -0.22 -0.52 -1.59 -0.441
C -4.36101 4.77673 0.70298 0.62 -0.04 -0.41 -0.654
C -3.51970 3.45200 0.69143 -0.68 1.33 0.99 -0.187
O -3.28868 3.16336 -0.64715 0.60 -0.92 -0.95 -0.187
C -4.28928 3.75955 -1.46943 -0.53 -0.79 1.02 -0.608
H -3.83193 5.79943 -1.21798 -0.07 0.31 0.44 0.220
H -5.56600 5.39068 -1.01342 0.13 0.46 0.10 0.331
H -5.36314 4.66629 1.11153 0.24 -0.11 0.52 0.317
H -3.78812 5.55590 1.20197 -0.36 0.09 0.23 0.294
H -4.06578 2.71067 1.28987 0.06 -0.44 -0.53 0.092
H -2.55550 3.59832 1.18271 0.01 -0.04 -0.05 0.277
H -5.18458 3.11910 -1.42505 -0.13 0.14 0.12 0.307
H -3.98712 3.72152 -2.51398 0.44 0.48 0.11 0.293
C -0.54785 5.77842 -5.30679 -0.83 0.24 -0.03 -0.530
C -0.08512 5.55846 -3.88112 1.05 -0.58 0.20 -0.587
C -1.03279 4.44523 -3.34853 1.39 0.63 0.66 0.432
O -2.02156 4.26912 -4.33610 -0.61 -0.38 0.39 -0.418
C -2.01695 5.36568 -5.23333 0.50 0.36 0.22 -0.494
H -0.05198 5.07880 -5.97939 0.24 0.27 -0.08 0.243
H -0.45663 6.81760 -5.62151 0.24 -0.13 -0.26 0.331
H -0.08235 6.42607 -3.22011 -0.52 0.21 -0.29 0.346
H 0.97686 5.29500 -3.91413 -0.13 -0.42 0.20 0.247
H -1.32116 4.76720 -2.33775 -1.11 0.12 -0.33 0.090
H -0.54833 3.49669 -3.10577 0.09 -0.14 -0.72 -0.365
H -2.60233 6.20613 -4.83876 -0.20 -0.12 -0.02 0.263
H -2.41561 5.03850 -6.19073 -0.15 -0.05 0.07 0.322
C -4.32557 -0.59313 1.05521 1.36 1.51 0.92 0.274
C -3.71517 -1.71156 0.21507 -0.80 0.62 0.30 0.423
C -3.82450 -2.85636 1.21544 -0.24 0.12 -1.39 -0.013
O -5.02175 -2.61353 1.93303 -0.24 -0.51 0.74 -0.519
C -5.42394 -1.24018 1.89336 0.93 -0.14 -1.52 -0.810
H -4.57125 0.35278 0.56298 -0.49 -0.43 -0.44 0.434
H -3.53939 -0.22612 1.73208 0.06 -0.28 0.17 -0.410
H -2.70100 -1.48568 -0.10984 0.01 -0.07 -0.04 -0.557
H -4.36405 -1.87586 -0.64819 0.20 -0.25 -0.11 0.296
H -2.92054 -2.91927 1.82549 -0.18 0.00 0.37 -0.164
H -3.95497 -3.77344 0.63624 0.10 -0.30 0.46 0.367
H -5.48427 -0.84119 2.90287 -0.26 0.06 -0.03 0.320
H -6.34471 -1.13847 1.31200 -0.36 -0.24 0.56 0.369
C 0.03810 -4.36525 0.96776 -0.09 1.31 -0.77 0.631
C -0.70966 -4.60921 2.26580 -0.25 0.16 -0.17 0.044
C 0.29810 -5.42953 3.09840 0.05 1.02 -0.05 -0.550
O 1.56998 -5.23798 2.45045 0.04 -0.80 -0.10 -0.505
C 1.42013 -4.16958 1.52732 0.84 0.11 0.10 0.008
H -0.23095 -3.43250 0.45195 -0.42 -0.09 0.29 -0.652
H -0.09115 -5.12498 0.19640 0.46 -0.41 0.32 0.209
H -1.67859 -5.08749 2.13333 0.02 -0.06 0.12 0.651
H -0.86209 -3.60542 2.67186 -0.15 -0.20 0.43 -0.548
H -0.01212 -6.47106 3.17501 0.47 -0.16 -0.24 0.330
H 0.41355 -5.02762 4.10920 -0.28 -0.09 0.11 0.264
H 2.25132 -4.07855 0.82292 -0.05 -0.91 -0.11 0.502
H 1.55190 -3.22327 2.07877 -0.72 0.09 -0.01 -0.379
C 2.66189 -2.58402 4.57559 -0.13 -2.35 0.79 0.550
C 3.45920 -3.90374 4.77029 -0.17 -0.69 0.60 -0.578
C 4.85762 -3.53257 4.28738 -0.18 -0.29 -0.80 -0.647
O 4.57417 -2.63617 3.18687 0.15 0.02 0.39 -0.444
C 3.50817 -1.82176 3.58948 -1.11 1.36 0.38 0.265
H 2.57256 -2.10917 5.55161 -0.07 0.26 -0.12 0.539
H 1.67773 -2.94342 4.26937 -0.15 0.72 -0.29 -0.656
H 3.09684 -4.76823 4.21045 -0.12 0.62 -0.86 0.041
H 3.26592 -4.33325 5.76020 0.90 0.61 0.43 0.497
H 5.39140 -4.34863 3.80159 0.00 -0.17 0.29 0.394
H 5.52570 -3.08697 5.02970 -0.20 0.29 0.07 0.220
H 2.86863 -1.46409 2.77615 0.56 -0.30 -0.52 -0.370
H 3.80462 -0.89953 4.10819 0.64 -0.06 -0.26 0.240
C -0.67703 0.88344 0.26612 -0.29 0.40 -0.51 0.131
C 0.01267 -0.34835 0.80724 0.44 0.04 -0.99 0.268
C 0.53864 -0.97810 -0.52198 -1.55 -0.18 0.90 0.396
O 0.70521 0.10947 -1.42370 0.77 -0.18 -0.24 -0.413
C 0.27633 1.32121 -0.82535 0.54 0.53 0.71 0.447
H -0.87377 1.64212 1.02223 -0.12 0.05 -0.10 0.210
H -1.59764 0.58105 -0.24168 -0.24 0.14 0.36 0.003
H -0.71272 -0.91696 1.38800 0.40 -0.47 0.08 -0.238
H 0.91806 -0.08480 1.36082 -0.30 0.04 0.49 0.233
H -0.23274 -1.62639 -0.95506 0.07 -0.12 0.01 -0.870
H 1.40684 -1.60614 -0.31772 0.44 0.41 -0.45 0.266
H -0.08793 2.00904 -1.58693 -0.45 -0.36 -0.09 -0.403
H 1.10497 1.87367 -0.35055 0.28 -0.29 -0.08 -0.153
C -0.47489 -0.86054 4.77265 0.47 0.23 -1.19 0.998
C -1.76305 -1.49257 5.25332 -0.46 0.02 1.15 -0.949
C -2.89374 -0.57867 4.72002 0.83 -0.41 0.25 0.089
O -2.26615 0.52709 4.08867 -0.02 -0.03 -0.70 -0.431
C -0.85833 0.55973 4.35043 -0.84 -0.87 0.57 -0.270
H -0.13167 -1.33670 3.84711 -0.06 -0.35 0.18 -0.807
H 0.38914 -0.85688 5.43434 -0.23 -0.13 0.29 0.353
H -1.87379 -1.50743 6.34171 0.44 0.03 0.01 0.299
H -1.85150 -2.53803 4.95729 -0.12 0.10 -0.27 0.325
H -3.49579 -0.15854 5.52807 -0.25 -0.40 0.01 0.376
H -3.48284 -1.19337 4.03753 -0.33 0.59 -0.27 -0.207
H -0.67614 1.22210 5.20116 0.24 0.51 -0.46 0.380
H -0.38998 0.78792 3.39668 0.32 0.69 0.31 -0.102
C 5.57469 2.16141 0.14781 1.08 -1.14 0.33 -0.553
C 4.34195 2.75750 0.81107 0.61 1.12 -0.74 -0.177
C 4.21666 1.95219 2.09252 -0.18 -0.47 -0.42 -0.072
O 4.95298 0.74161 1.90133 1.01 -0.07 0.16 -0.355
C 5.48662 0.69422 0.55784 -1.76 0.49 -0.11 -0.330
H 6.49291 2.48723 0.65150 -0.20 0.50 0.07 0.276
H 5.77744 2.28899 -0.91476 -0.63 0.13 -0.09 0.367
H 3.44829 2.73378 0.18610 0.05 -0.34 -0.07 -0.233
H 4.56989 3.81673 0.95780 -0.36 -0.01 0.39 0.377
H 3.17858 1.64792 2.25638 -0.05 0.29 0.30 -0.016
H 4.60912 2.50641 2.94686 -0.04 -0.19 0.12 0.300
H 4.68823 0.19968 -0.00694 0.36 -0.22 -0.49 0.070
H 6.41998 0.14960 0.45813 0.01 -0.12 0.49 0.387
C 2.72374 1.46293 -4.70690 -0.36 -0.06 -0.74 -0.499
C 3.71488 2.42176 -5.31274 0.55 0.81 -0.71 -0.456
C 5.06999 2.01983 -4.75922 -0.97 -1.16 0.20 -0.588
O 4.75338 1.52080 -3.43951 0.07 0.91 0.30 -0.423
C 3.36921 1.18783 -3.34704 -0.76 -0.71 -0.56 0.271
H 2.55832 0.56323 -5.30813 0.65 -0.11 0.05 0.270
H 1.72188 1.89808 -4.74459 0.06 0.17 0.77 0.218
H 3.56111 3.43871 -4.93554 -0.36 -0.05 -0.03 0.140
H 3.69056 2.49038 -6.40362 0.02 -0.14 0.07 0.391
H 5.73772 2.87852 -4.75663 0.29 -0.23 0.40 0.332
H 5.49822 1.14850 -5.26544 0.23 0.38 -0.43 0.284
H 2.79974 1.73682 -2.59457 0.60 0.13 0.39 -0.192
H 3.29631 0.11879 -3.14691 -0.04 0.04 0.39 0.231



63
Properties=species:S:1:pos:R:3:forces:R:3:mulliken_charge:R:1 method="wB97M-V/def2-TZVPD" charge=+1 homo_ev="-10.43 / -10.82" homo_lumo_gap_ev="7.690 / 7.854" spin_multiplicity=4 energy_ev=-97719.71390 max_force_ev_per_a=1.171
V 0.62161 -0.13234 -0.07397 -0.54 0.67 0.79 1.067
C 2.76938 4.41564 -0.78875 -0.03 -0.04 0.01 -1.655
C 2.74057 3.14883 0.02544 -0.09 0.11 0.06 0.797
C 2.03826 3.08632 1.23319 0.05 0.04 0.02 -0.471
C 1.99185 1.91821 1.97716 -0.01 0.08 -0.06 -0.150
C 2.67445 0.77595 1.54613 -0.34 0.09 -0.07 -1.164
C 3.37242 0.83196 0.34970 0.11 0.04 -0.35 -0.379
C 3.38944 2.00203 -0.40431 0.15 0.00 -0.10 -0.329
H 3.44863 5.14762 -0.34564 -0.03 -0.04 0.02 0.386
H 1.77961 4.87204 -0.84320 0.02 -0.05 0.05 0.330
H 3.10655 4.22692 -1.80843 0.01 -0.04 0.05 0.368
H 1.50582 3.96476 1.58185 0.02 -0.05 -0.01 0.380
H 1.42739 1.88703 2.89878 0.01 0.01 0.02 0.468
H 2.67877 -0.12198 2.15014 0.04 0.00 0.06 0.670
H 3.92723 -0.02564 -0.00453 0.04 -0.07 0.04 0.494
H 3.91875 2.01953 -1.35041 0.05 -0.01 0.04 0.408
C 0.59019 1.53982 -4.04934 -0.28 -0.02 0.11 -0.743
N -0.75873 1.32872 -3.53093 0.34 0.00 -0.57 0.301
C -1.85777 1.00412 -4.31951 0.40 0.08 0.12 -0.626
C -2.91248 0.94639 -3.48784 0.01 -0.02 0.52 -0.489
N -2.46481 1.23248 -2.20389 -0.47 -0.06 0.05 0.105
B -3.41782 1.36638 -0.97228 -0.10 0.00 0.00 0.286
N -3.30892 0.13410 0.06812 -0.28 0.37 -0.20 0.468
C -4.30526 0.07995 1.03443 0.20 0.21 -0.38 -0.829
C -4.21123 -1.09539 1.67922 0.28 -0.30 -0.03 -0.470
N -3.13461 -1.75796 1.11706 -0.04 -0.55 0.28 0.337
C -2.71692 -3.11810 1.46745 -0.09 0.43 -0.02 -0.837
C -2.59706 -0.99444 0.13806 0.03 0.07 0.02 -0.152
S -1.21775 -1.53013 -0.79424 -0.38 0.05 -0.01 -0.490
C -1.15506 1.46723 -2.25602 -0.15 -0.15 0.14 -0.249
S -0.13232 1.90814 -0.91961 -0.06 0.53 -0.42 -0.391
H 0.75679 0.85677 -4.87712 0.00 -0.03 -0.04 0.352
H 1.31000 1.34998 -3.26084 0.04 -0.04 0.11 0.127
H 0.71570 2.56458 -4.39077 -0.03 0.06 -0.03 0.280
H -1.77465 0.85578 -5.38327 0.02 0.01 0.09 0.484
H -3.94723 0.72486 -3.68297 0.05 0.03 0.05 0.488
H -3.21052 2.39520 -0.36100 0.07 -0.28 -0.13 -0.078
H -4.54516 1.31171 -1.42836 0.24 0.02 0.19 -0.189
H -5.00860 0.88671 1.15293 0.05 -0.03 -0.04 0.532
H -4.80297 -1.52862 2.46799 0.05 0.02 -0.04 0.491
H -3.10717 -3.34748 2.45606 0.00 0.00 0.00 0.317
H -1.63218 -3.16940 1.47689 0.02 0.01 0.00 0.263
H -3.10999 -3.83041 0.74615 0.02 -0.04 -0.04 0.311
I 2.16649 -5.29206 1.65091 -0.01 -0.33 0.33 0.132
C 2.31622 -3.90412 0.14988 0.02 0.35 -0.16 -0.712
C 2.92463 -4.18289 -1.06235 0.14 -0.23 -0.14 -0.132
C 2.97665 -3.19681 -2.03222 0.01 0.08 -0.07 -0.890
C 2.40713 -1.96639 -1.76708 -0.04 0.06 0.01 -0.392
N 1.81500 -1.69413 -0.60095 0.57 -0.91 -0.03 0.288
C 1.78513 -2.64350 0.34300 0.06 -0.14 -0.14 0.303
H 3.35141 -5.16123 -1.24879 -0.02 0.06 0.00 0.413
H 3.44402 -3.37720 -2.99107 -0.02 -0.02 0.05 0.444
H 2.40638 -1.16950 -2.49834 0.01 0.02 -0.04 0.455
H 1.29206 -2.39903 1.27764 -0.04 0.05 -0.02 0.016
C -1.53680 0.51872 3.40970 -0.15 0.12 0.04 -1.320
S -0.26558 -0.59651 2.81482 0.02 -0.04 -0.33 0.608
C 0.14277 -1.55110 4.27339 0.08 -0.10 0.31 -1.225
H -1.15978 1.14045 4.22133 0.03 -0.03 -0.02 0.490
H -2.41762 -0.02791 3.74001 0.01 -0.03 0.00 0.417
H -1.82208 1.15947 2.57400 0.03 -0.04 -0.01 0.255
H -0.63155 -2.27907 4.50993 -0.03 0.02 -0.02 0.314
H 0.29621 -0.89313 5.12992 0.02 -0.02 -0.07 0.377
H 1.07509 -2.08193 4.07676 -0.04 0.01 -0.01 0.339



16
Properties=species:S:1:pos:R:3:forces:R:3:mulliken_charge:R:1 method="wB97M-V/def2-TZVPD" smiles="OC(=S)C1(O)CCC1" charge=0 homo_ev=-9.20 homo_lumo_gap_ev=9.427 relative_energy_kcal_mol=32.94 energy_ev=-20243.50002 max_force_ev_per_a=3.633
C 0.01987 0.10827 1.01347 0.09 1.36 -2.00 0.033
C -0.07985 -0.66271 -0.25040 -0.90 1.42 -3.22 1.370
C 1.09640 -0.56051 -1.31445 0.04 2.03 0.77 -1.114
C 0.26365 0.35597 -2.23729 -0.83 -1.88 1.23 -0.349
C -1.00137 0.02084 -1.34363 0.32 0.93 -1.08 -1.115
H 0.31966 -0.13163 2.75354 0.01 -0.20 0.81 0.394
H -0.19220 -2.23888 0.70653 0.27 -1.09 1.17 0.301
H 1.27352 -1.52035 -1.72945 0.30 -0.87 -0.14 0.349
H 1.99643 -0.02920 -0.99816 0.18 -0.57 0.24 0.278
H 0.56141 1.36766 -2.10428 0.11 0.85 -0.23 0.289
H 0.23772 0.02455 -3.25703 -0.08 0.20 -0.57 0.281
H -1.50405 1.00668 -1.14053 -0.03 -1.48 0.39 0.277
H -1.65204 -0.78390 -1.77603 0.43 0.99 0.41 0.314
O 0.17012 -0.71776 2.00212 0.31 -0.07 1.61 -0.459
O -0.50783 -1.96717 -0.13646 -0.42 -0.45 0.23 -0.578
S -0.00818 1.76334 1.08836 0.20 -1.17 0.39 -0.270